14
Properties=species:S:1:pos:R:3:forces:R:3:nbo_charge:R:1 method="wB97M-V/def2-TZVPD" gap_ev=11.11 e_lumo_ha=-0.185 e_above_lowest_kcal_mol=49.89 spin_multiplicity=1 total_charge=+1 energy_ha=-286.86298
C 0.8886 1.7380 -0.1409 0.47 1.05 0.45 0.086
C 1.7468 -0.6395 0.2183 -3.18 0.63 0.70 0.634
C -1.3748 -1.2186 -0.0131 4.27 -0.57 1.78 -0.602
C -1.0016 0.2486 -0.0810 -1.18 0.22 -0.56 -0.260
N 0.4045 0.5874 -0.0493 2.62 -2.17 -0.16 -0.341
O 2.7607 -0.3885 -0.2222 1.12 0.08 -0.41 -0.350
H 0.2465 2.6041 0.0042 0.00 0.12 -0.52 0.219
H 1.9793 1.8851 -0.2767 -0.70 -0.20 0.26 0.234
H 1.1977 -1.3413 0.8766 0.91 0.05 -0.37 0.228
H -0.3577 -1.7341 -0.1530 -1.63 0.09 0.09 0.180
H -1.7380 -1.5675 0.9354 -0.09 0.19 0.64 0.241
H -1.9640 -1.6798 -0.7176 -1.54 -0.11 -2.06 0.257
H -1.4631 0.8726 0.6423 -0.73 0.33 0.92 0.232
H -1.3250 0.6334 -1.0233 -0.33 0.29 -0.76 0.242

---

14
Properties=species:S:1:pos:R:3:forces:R:3:nbo_charge:R:1 method="wB97M-V/def2-TZVPD" gap_ev=9.28 smiles="C=[N+]1C=C[N+](C)=N1" e_lumo_ha=-0.457 e_above_lowest_kcal_mol=61.25 spin_multiplicity=1 total_charge=+2 energy_ha=-320.01752
C 2.4270 -0.1953 0.3550 1.81 -1.80 2.34 0.293
N 1.2582 -0.3461 -0.1087 -1.24 1.39 -0.23 -0.212
C 0.7747 0.1321 -1.3261 -1.24 -1.36 -1.36 0.053
C -0.5513 0.1333 -1.1853 0.08 1.60 -2.01 -0.013
N -0.7731 -0.1711 0.0974 -3.85 2.53 3.36 0.037
C -2.0064 0.1803 0.8857 -1.25 -3.46 0.44 -0.463
N 0.1780 -0.3831 0.8389 2.94 -1.44 -0.77 0.159
H 2.4486 -0.5181 1.4688 0.87 0.98 -1.70 0.312
H 3.2313 0.0217 -0.3700 -0.03 0.13 0.78 0.297
H 1.2107 0.2395 -2.2986 1.25 0.21 0.02 0.325
H -1.3100 0.6132 -1.8007 0.00 -0.67 -0.07 0.321
H -2.6382 1.0252 0.5829 0.66 -0.33 -0.36 0.308
H -2.5152 -0.8246 0.9385 -0.59 1.03 -0.96 0.295
H -1.7343 0.0929 1.9223 0.62 1.21 0.51 0.286

---

20
Properties=species:S:1:pos:R:3:forces:R:3:nbo_charge:R:1 method="wB97M-V/def2-TZVPD" gap_ev=7.39 e_lumo_ha=0.114 e_above_lowest_kcal_mol=78.55 spin_multiplicity=1 total_charge=-1 energy_ha=-857.40003
S 0.5005 3.4239 3.1605 -2.27 -1.72 -2.19 -0.810
H -0.7880 2.4511 1.9446 2.00 1.89 2.21 -0.102
H 0.6669 1.4924 2.0049 0.15 -0.21 0.22 0.522
H 1.9604 1.4598 1.2673 -0.28 -0.34 0.17 0.487
O 1.2138 0.8616 1.4620 1.29 0.34 -0.03 -1.044
H -1.3613 1.3585 -3.0396 0.14 0.10 -0.59 0.458
H -1.7109 1.0047 -1.6753 -0.08 -0.43 0.20 0.502
O -2.1047 0.9872 -2.5674 0.00 0.19 0.12 -0.981
H 2.3280 -2.2034 2.6841 -0.03 0.20 0.37 0.471
H 2.0523 -1.0013 1.7178 -0.17 -0.28 0.46 0.506
O 2.1789 -1.9691 1.7727 0.02 0.28 -0.84 -0.986
H -2.4827 -1.4128 -1.0895 0.20 0.21 -0.36 0.482
H -2.5431 -1.3211 -2.6605 -0.13 -0.47 1.57 0.492
O -2.7312 -1.9075 -1.8790 -0.01 0.28 -1.12 -0.976
H -0.9124 1.3707 0.3726 -0.40 -0.72 -0.67 0.475
H 0.2907 0.6707 0.0588 -0.38 -0.62 -0.38 0.506
O -0.6499 0.6439 -0.2487 -0.09 1.33 0.82 -1.002
H 1.4016 -1.6159 -0.4310 -0.10 0.57 -0.16 0.478
H 1.3694 -2.6363 -1.4546 -0.13 0.80 -0.56 0.459
O 1.3217 -1.6571 -1.3997 0.28 -1.41 0.76 -0.937

---

55
Properties=species:S:1:pos:R:3:forces:R:3:nbo_charge:R:1 method="wB97M-V/def2-TZVPD" gap_ev="5.40 / 5.39" e_lumo_ha="-0.111 / -0.111" e_above_lowest_kcal_mol=12.74 spin_multiplicity=1 energy_ha=-5216.78392
Tc 0.3588 -0.9265 -0.9537 0.58 0.38 -0.27 0.920
O 0.4863 -4.2578 1.3228 0.04 0.55 -0.62 -0.573
C 0.5702 -3.4953 0.3815 -0.22 -1.95 -0.41 0.765
O 0.9810 -2.2756 0.4042 0.09 1.57 0.12 -0.652
C 0.2223 -3.9599 -1.0501 -0.17 0.86 0.42 0.136
C -0.1579 -5.2664 -1.3671 0.69 2.15 -0.57 -0.212
C -0.5553 -5.5033 -2.6581 -0.93 -0.46 -0.52 -0.135
C -0.7517 -4.4473 -3.5315 0.86 -0.96 0.73 -0.241
C -0.3191 -3.2157 -3.1208 -0.23 2.04 -2.37 0.051
N 0.1992 -2.9293 -1.9483 0.00 -1.27 1.61 -0.390
H -0.1123 -6.0185 -0.6484 0.15 -1.00 1.18 0.249
H -0.8219 -6.5023 -2.9755 0.02 -0.10 0.06 0.223
H -1.1030 -4.6334 -4.5210 -0.24 0.19 -0.47 0.231
H -0.3719 -2.3823 -3.8598 0.05 -0.52 0.85 0.232
Cl -6.4064 -0.4858 -0.9179 -0.35 -0.18 0.21 0.101
C -4.7520 -0.1744 -1.1163 -1.04 2.40 -1.18 -0.061
C -4.3909 1.1308 -1.7571 0.17 -1.06 0.14 -0.034
Cl -5.6211 2.1596 -2.3815 0.25 -0.38 0.43 0.101
C -3.0753 1.4292 -1.9318 -0.56 1.19 -0.62 -0.101
Cl -2.6521 2.9618 -2.6740 0.30 -1.03 0.50 0.064
C -2.0872 0.4600 -1.5654 1.32 2.28 -0.69 0.323
O -0.8350 0.6374 -1.6519 -0.05 -0.29 0.16 -0.425
C -2.4553 -0.7642 -1.0457 -1.22 -1.06 0.73 0.431
O -1.5325 -1.5568 -0.7939 0.96 -0.53 -0.04 -0.458
C -3.8192 -1.0439 -0.7697 0.62 -1.33 0.30 -0.131
Cl -4.1435 -2.5358 -0.0329 -0.22 -0.40 0.20 0.095
S 3.9993 0.5354 -1.9867 -0.05 -0.20 0.36 -0.257
Sb 3.1528 -1.0188 -3.6937 0.64 0.00 0.12 0.917
S 3.0233 -0.7859 -0.6543 -0.46 0.76 -0.06 0.243
S 1.0179 -0.2024 -3.2248 -0.71 -0.48 0.35 -0.485
S 3.5201 -2.4708 -1.7555 -0.15 -0.56 -0.43 -0.322
C 1.7433 4.6743 0.6603 0.06 -0.62 0.25 -0.619
C 2.2375 3.8313 1.8345 0.73 0.07 -0.23 -0.362
C 1.4542 2.5522 2.1754 -0.89 0.46 -0.13 -0.259
C 2.1359 1.9742 3.4575 -1.06 0.18 -0.45 -0.353
C 1.5233 0.7140 4.0461 0.64 0.36 -0.06 -0.622
C 0.0317 2.9063 2.5175 0.54 0.25 0.90 0.710
O -0.2115 3.8745 3.1955 -0.52 0.27 0.15 -0.584
N -0.9188 2.0044 2.1448 0.70 -0.96 -0.77 -0.656
C -0.7076 0.9119 1.2983 -0.64 -0.26 -0.55 0.813
O -1.6906 0.2106 1.0714 0.06 0.21 0.63 -0.697
N 0.4839 0.6857 0.6711 0.53 0.89 0.61 -0.660
C 1.5324 1.5439 1.0374 1.05 -1.33 -0.72 0.718
O 2.6388 1.4285 0.5126 -0.66 -0.03 -0.01 -0.631
H 2.4493 5.4829 0.4658 -0.08 -0.02 0.00 0.217
H 0.7729 5.0975 0.8854 -0.30 0.13 -0.24 0.210
H 1.7204 4.0224 -0.2263 -0.23 0.38 0.08 0.209
H 2.3808 4.4253 2.7565 -0.26 -0.27 -0.50 0.219
H 3.2070 3.4588 1.5112 0.29 0.03 0.33 0.226
H 2.1497 2.8010 4.1758 0.01 -0.24 -0.05 0.221
H 3.1250 1.7735 3.1174 1.01 -0.15 0.02 0.220
H 0.4968 0.8493 4.3391 -0.46 0.05 0.18 0.205
H 2.1128 0.4729 4.9260 -0.11 -0.27 0.18 0.222
H 1.5926 -0.1131 3.3507 -0.05 -0.27 -0.14 0.218
H -1.8277 1.9559 2.5550 -0.49 0.52 0.29 0.431

---

71
Properties=species:S:1:pos:R:3:forces:R:3:lowdin_charge:R:1 method="wB97M-V/def2-TZVPD" gap_ev=9.02 e_lumo_ha=0.178 e_above_lowest_kcal_mol=0.00 spin_multiplicity=1 total_charge=-3 energy_ha=-14665.79838
O -1.5015 -1.1568 -0.7395 0.11 0.04 0.43 -0.329
V -0.4789 -0.5493 0.2980 -0.57 -0.24 0.23 0.953
O -0.7662 -1.2893 1.6722 0.32 0.31 -1.25 -0.280
O 6.0399 -2.6264 4.2841 -0.13 0.34 0.01 0.136
C 5.5488 -1.9967 3.3881 0.41 -0.72 0.11 -0.402
O 4.6743 -1.0172 3.4753 -0.27 0.19 -0.15 0.233
B 4.3506 -0.5124 2.1156 0.36 -0.12 0.54 -0.858
O 5.1654 -1.3208 1.2185 0.08 0.08 -0.53 0.232
C 5.8746 -2.2268 1.8894 -0.39 0.30 0.26 -0.383
O 6.6093 -3.0468 1.4317 0.10 0.05 -0.07 0.154
O 4.5832 0.9410 2.0578 0.08 -0.25 -0.23 0.237
C 3.4511 1.5848 1.8159 -0.05 0.40 0.37 -0.374
O 3.2898 2.7667 1.8155 -0.03 -0.17 -0.08 0.172
C 2.3609 0.5085 1.6077 0.17 -0.30 -0.05 -0.321
O 2.9108 -0.6626 1.7838 -0.29 0.00 -0.12 0.255
O 1.2029 0.7067 1.3154 -0.31 -0.09 -0.53 0.093
O 3.3791 -5.5832 4.4071 -0.06 0.00 -0.02 0.159
C 2.8833 -5.3130 3.3564 -0.16 0.27 -0.14 -0.371
O 2.9670 -4.1544 2.7005 0.37 -0.12 -0.15 0.241
B 2.4328 -4.3107 1.3458 0.08 -0.20 0.46 -0.871
O 1.7608 -5.6353 1.3492 0.01 0.21 -0.30 0.213
C 1.9634 -6.2261 2.5065 -0.09 -0.28 0.61 -0.399
O 1.4789 -7.2566 2.8899 0.12 0.05 -0.29 0.129
O 3.4560 -4.2187 0.2918 -0.32 0.12 0.05 0.249
C 3.0781 -3.3245 -0.6063 0.25 0.05 -0.54 -0.376
O 3.6390 -3.0202 -1.6166 -0.06 -0.11 0.12 0.172
C 1.7479 -2.7186 -0.1242 -0.15 -0.02 0.56 -0.342
O 1.4566 -3.2328 1.0338 -0.03 -0.04 -0.41 0.222
O 1.0895 -1.8850 -0.7235 -0.22 0.89 0.78 0.095
O 1.5376 3.5718 -0.7742 0.01 0.10 -0.11 0.182
C 0.8574 3.3940 -1.7359 0.16 -0.27 0.18 -0.373
O 0.6198 4.2301 -2.7380 -0.14 -0.09 -0.06 0.237
B -0.2956 3.6046 -3.7134 -0.43 0.31 0.14 -0.857
O -0.5475 2.2534 -3.1730 0.05 -0.23 -0.43 0.255
C 0.0817 2.0858 -2.0407 -0.51 0.24 0.15 -0.334
O -0.0177 1.1077 -1.3409 0.38 -0.18 0.24 0.087
O -1.5780 4.3347 -3.8596 0.26 0.27 0.02 0.217
C -1.5963 4.9656 -5.0273 -0.05 -0.16 0.25 -0.392
O -2.3967 5.7754 -5.3961 -0.06 -0.06 -0.03 0.137
C -0.3882 4.4433 -5.8471 -0.73 0.56 -0.11 -0.405
O 0.2779 3.6281 -5.0690 0.72 -0.52 -0.06 0.238
O -0.1652 4.7545 -6.9849 0.34 -0.28 0.08 0.126
O -1.9635 1.0838 0.8304 0.70 -0.37 -0.19 0.082
C -2.3194 2.2238 1.0325 -0.05 -0.12 -0.08 -0.333
O -2.1821 3.2574 0.2575 -0.03 0.00 0.31 0.262
B -2.6179 4.4774 1.0491 0.14 0.57 -0.22 -0.839
O -3.3612 3.9272 2.1836 0.29 -0.11 0.22 0.239
C -3.1093 2.6313 2.2955 -0.34 0.13 0.03 -0.374
O -3.4760 1.9003 3.1660 0.08 0.03 -0.05 0.164
O -3.4389 5.4444 0.3220 0.02 -0.34 -0.24 0.230
C -2.7917 6.6013 0.1881 -0.10 -0.27 0.10 -0.377
O -3.2188 7.5807 -0.3455 0.10 0.06 0.05 0.145
C -1.4256 6.4284 0.9034 0.40 0.52 -0.15 -0.391
O -1.4005 5.2234 1.4335 -0.23 -0.39 0.11 0.236
O -0.5545 7.2507 0.9641 -0.31 -0.07 0.05 0.143
Br -4.6985 1.7027 -3.3906 0.22 -0.22 -0.03 0.626
C -4.3543 0.0942 -2.3344 -0.29 0.19 0.77 -0.699
C -4.1681 -1.1199 -3.2068 0.36 0.59 -0.47 -0.701
Br -4.1315 -2.7312 -2.1351 -0.14 0.00 -0.14 0.668
H -5.2021 0.0431 -1.6542 -0.12 -0.29 -0.23 0.045
H -3.4875 0.2687 -1.6988 0.18 0.09 -0.30 0.039
H -3.2114 -1.0232 -3.7188 0.07 -0.26 0.15 0.064
H -4.9226 -1.2115 -3.9834 -0.24 -0.12 0.26 0.042
Br -2.5205 -3.8754 3.2869 0.06 -0.21 -0.03 0.622
C -1.4837 -4.5871 1.7828 0.35 0.41 0.06 -0.683
C -2.2256 -4.2174 0.5206 -0.21 -0.75 0.34 -0.693
Br -1.4111 -5.2002 -0.9838 -0.07 0.39 0.20 0.601
H -1.3581 -5.6572 1.9102 -0.26 -0.04 0.08 0.053
H -0.5055 -4.1216 1.8578 -0.15 0.12 -0.09 0.029
H -2.2611 -3.1521 0.3217 0.29 0.03 -0.20 0.008
H -3.2354 -4.6143 0.6056 -0.02 0.09 -0.25 0.036